Entry from the Open Molecules 2025 dataset: an isolated molecule of C4H4O3 at a distorted geometry (ωB97M-V with the def2-TZVPD basis set).

## Properties
* calculated total energy: -380.38370 Eh
* Kohn-Sham gap: 0.3809 Ha
* LUMO level: 0.506 eV
* ΔE to the lowest compared entry with this formula, charge and spin: 428.8 kJ/mol
* molar mass: 100.07 g mol⁻¹

Structure (XYZ):
```
11
Properties=species:S:1:pos:R:3:forces:R:3
O 1.7134 1.6023 -0.6471 -0.3 -0.3 0.4
C 1.0765 0.8264 -0.0099 0.6 0.3 -0.7
O 1.2156 0.4798 1.3158 -0.1 0.2 -0.1
C 0.1668 -0.5242 1.2581 -0.4 -0.1 -0.2
C -0.0598 -0.1308 -0.2176 1.4 -0.4 -0.5
C -1.2594 -0.1315 -1.3808 1.3 1.5 1.9
O -0.2036 -1.0512 -1.2114 0.0 -0.7 0.2
H -0.6026 -0.3419 2.0137 0.1 0.1 -0.2
H 0.5819 -1.5348 1.3591 -0.1 0.2 -0.1
H -1.0226 0.6370 -2.1324 -0.2 -0.1 0.4
H -1.6061 0.1689 -0.3476 -2.2 -0.7 -1.1
```
Positions in Å, forces in eV/Å.